Record 1
Formula: C32H89N7O11
Source: the OMol25 dataset
Level of theory: wB97M-V/def2-TZVPD

The gap between HOMO and LUMO is 0.3454 hartree. Its SMILES is COC[C@H](C)N.COC[C@H](C)N.COC[C@H](C)N.COC[C@H](C)N.COC[C@H](C)N.COC[C@H](C)N.COC[C@H](C)N.OCCO.OCCO. The calculation puts the highest occupied orbital energy at -0.3364 Eh. Its largest force on an atom is 2.807 eV Å⁻¹. The molecular weight is 748.10 g mol⁻¹. The calculation puts the LUMO energy at 0.2 eV. As for the energy above the lowest of the compared OMol25 structures with the same formula, charge and spin: 158.14 kcal per mole.

Geometry (Å):
1 C 35.7451 4.4491 -29.5505
2 C 34.7196 3.3467 -29.5021
3 C 33.2947 3.9294 -29.6575
4 O 32.2381 2.9346 -29.5889
5 C 30.9557 3.4498 -29.9162
6 N 35.0061 2.3494 -30.5058
7 H 36.6574 4.0621 -29.0966
8 H 35.4346 5.3142 -28.9645
9 H 35.8176 4.8084 -30.5770
10 H 34.8236 2.9101 -28.5088
11 H 33.1883 4.4650 -30.6009
12 H 33.1481 4.6954 -28.8960
13 H 30.8711 3.9071 -30.9021
14 H 30.8434 4.2535 -29.1885
15 H 30.2437 2.6256 -29.8742
16 H 34.3169 1.6221 -30.3791
17 H 34.8561 2.6978 -31.4418
18 C 33.6834 -3.4111 -30.1980
19 C 33.6756 -4.9987 -30.2572
20 C 33.5700 -5.7971 -28.9653
21 O 34.4411 -5.5289 -27.8977
22 C 35.8265 -5.7431 -28.1457
23 N 32.5910 -5.3182 -31.2280
24 H 32.7655 -3.0512 -29.7331
25 H 33.7400 -2.9044 -31.1614
26 H 34.3885 -2.8570 -29.5784
27 H 34.6054 -5.3380 -30.7137
28 H 33.7278 -6.8590 -29.1539
29 H 32.5193 -5.7712 -28.6766
30 H 36.2592 -5.2590 -27.2702
31 H 36.0842 -5.1231 -29.0044
32 H 36.1134 -6.7844 -28.2922
33 H 32.7545 -4.8620 -32.1141
34 H 32.6291 -6.3060 -31.4347
35 C 25.7139 -9.0494 -35.0009
36 C 24.2822 -9.0810 -35.5236
37 C 23.8948 -7.9046 -36.4939
38 O 24.2864 -6.5501 -36.0215
39 C 23.5004 -6.1281 -34.9241
40 N 23.9287 -10.3606 -36.2382
41 H 26.4630 -9.3759 -35.7222
42 H 25.8713 -9.7736 -34.2017
43 H 25.9766 -8.0570 -34.6344
44 H 23.7056 -8.8606 -34.6253
45 H 22.8303 -7.8825 -36.7276
46 H 24.4232 -8.0873 -37.4295
47 H 23.7291 -6.7022 -34.0262
48 H 22.4321 -6.2922 -35.0652
49 H 23.6979 -5.0571 -34.8784
50 H 23.9975 -11.1982 -35.6780
51 H 22.9344 -10.2941 -36.4022
52 C 36.0193 5.2923 -37.1446
53 C 35.7328 4.3079 -35.9983
54 C 34.2308 3.9284 -35.9419
55 O 33.9418 3.1017 -34.7843
56 C 32.6546 2.4486 -34.9417
57 N 36.5592 3.1229 -36.1617
58 H 35.2831 6.0726 -36.9513
59 H 35.7016 4.8207 -38.0745
60 H 37.0031 5.7616 -37.1379
61 H 36.0098 4.6672 -35.0072
62 H 34.0018 3.5301 -36.9303
63 H 33.5431 4.7736 -35.9136
64 H 32.5411 1.8061 -34.0686
65 H 32.6121 1.8188 -35.8303
66 H 31.8526 3.1817 -35.0287
67 H 36.0650 2.5910 -36.8639
68 H 36.5110 2.6061 -35.2953
69 C 26.7422 0.0140 -38.7714
70 C 25.8442 -1.1680 -38.5585
71 C 25.6685 -2.0300 -39.8084
72 O 24.5981 -1.6020 -40.6020
73 C 24.2964 -2.5331 -41.6377
74 N 26.3951 -1.9346 -37.4242
75 H 26.4282 0.7309 -39.5300
76 H 27.7119 -0.3111 -39.1483
77 H 26.8433 0.5546 -37.8303
78 H 24.8240 -0.9087 -38.2755
79 H 25.5436 -3.0510 -39.4480
80 H 26.6142 -2.0256 -40.3504
81 H 25.2093 -2.7621 -42.1876
82 H 23.4439 -2.1758 -42.2154
83 H 23.8208 -3.4224 -41.2244
84 H 25.8698 -2.7945 -37.3556
85 H 27.3143 -2.2883 -37.6482
86 C 27.4667 -10.6492 -27.1330
87 C 26.2211 -10.3539 -27.9114
88 C 24.9221 -11.2072 -27.5725
89 O 23.7690 -10.8432 -28.3102
90 C 23.7543 -11.0072 -29.7450
91 N 25.9352 -8.9740 -27.7190
92 H 27.3206 -10.2951 -26.1126
93 H 28.3136 -10.0571 -27.4800
94 H 27.6374 -11.7256 -27.1491
95 H 26.5317 -10.4456 -28.9521
96 H 24.5822 -11.1777 -26.5372
97 H 25.0745 -12.2732 -27.7415
98 H 24.2734 -11.9378 -29.9742
99 H 24.1956 -10.2238 -30.3612
100 H 22.6730 -10.9325 -29.8605
101 H 24.9780 -8.9066 -28.0342
102 H 26.3652 -8.3950 -28.4260
103 C 32.9489 -2.0369 -24.4612
104 C 31.7965 -2.9095 -24.0027
105 C 30.5151 -2.8342 -24.9768
106 O 29.4651 -3.6075 -24.3860
107 C 28.2018 -3.4031 -25.0191
108 N 32.2141 -4.3210 -23.7504
109 H 33.4246 -2.4579 -25.3470
110 H 33.7772 -1.9669 -23.7562
111 H 32.5901 -1.0596 -24.7842
112 H 31.4785 -2.4773 -23.0540
113 H 30.7497 -3.1759 -25.9849
114 H 30.0976 -1.8279 -25.0112
115 H 28.2752 -3.4310 -26.1062
116 H 27.7581 -2.4278 -24.8188
117 H 27.5086 -4.1854 -24.7098
118 H 31.3425 -4.8094 -23.6024
119 H 32.5962 -4.5334 -24.6608
120 C 27.0842 -3.6951 -31.4298
121 C 27.9417 -2.4125 -31.6333
122 O 27.3082 -1.4285 -32.4915
123 O 27.8082 -4.6088 -30.6615
124 H 26.8326 -4.0753 -32.4199
125 H 26.1698 -3.5886 -30.8463
126 H 28.8644 -2.6935 -32.1409
127 H 28.1910 -1.9000 -30.7041
128 H 27.1524 -1.7622 -33.3780
129 H 28.6728 -4.6308 -31.0782
130 C 21.9929 -5.3776 -28.3961
131 C 20.8773 -5.5351 -27.2753
132 O 21.0730 -6.5542 -26.3731
133 O 21.9900 -6.5277 -29.2280
134 H 22.9887 -5.3036 -27.9589
135 H 21.8232 -4.4823 -28.9941
136 H 19.9317 -5.7339 -27.7798
137 H 20.7520 -4.5673 -26.7898
138 H 21.6164 -6.1732 -25.6795
139 H 21.6898 -7.2958 -28.7366


Record 2
Formula: C32H89N7O11
Source: the OMol25 dataset
Level of theory: wB97M-V/def2-TZVPD

The gap between HOMO and LUMO is 0.3444 hartree. Its SMILES is COC[C@H](C)N.COC[C@H](C)N.COC[C@H](C)N.COC[C@H](C)N.COC[C@H](C)N.COC[C@H](C)N.COC[C@H](C)N.OCCO.OCCO. The calculation puts the highest occupied orbital energy at -0.3234 Eh. Its largest force on an atom is 3.636 eV Å⁻¹. The molecular weight is 748.10 g mol⁻¹. The calculation puts the LUMO energy at 0.6 eV. As for the energy above the lowest of the compared OMol25 structures with the same formula, charge and spin: 107.42 kcal per mole.

Geometry (Å):
1 C -0.5936 -6.3258 2.3297
2 C -1.5209 -5.1490 2.1379
3 O -0.8860 -3.8285 2.0849
4 O -0.0296 -6.7473 1.0926
5 H -1.1530 -7.1585 2.7258
6 H 0.1475 -6.0407 3.0592
7 H -2.2297 -5.0514 2.9729
8 H -2.1336 -5.3104 1.2546
9 H -0.0789 -3.9874 1.4982
10 H 0.6411 -6.1330 0.8828
11 C 1.5319 0.1782 -0.5700
12 C 0.2077 0.9134 -1.0579
13 O -0.7098 1.1653 -0.0437
14 O 1.3019 -1.0362 0.0566
15 H 2.0754 0.8695 -0.0037
16 H 2.0979 0.0038 -1.4752
17 H -0.2430 0.1827 -1.7661
18 H 0.5408 1.8084 -1.5944
19 H -1.6546 0.9457 -0.2760
20 H 0.8749 -0.8587 0.8748
21 C 0.8670 0.3784 4.4587
22 C 1.1405 -0.9029 3.6965
23 C 2.6018 -1.0972 3.5803
24 O 3.1330 -0.1727 2.6309
25 C 4.3317 -0.6669 2.0758
26 N 0.5556 -2.0390 4.3914
27 H -0.1381 0.7316 4.4237
28 H 1.3247 1.1552 3.9118
29 H 1.2301 0.2855 5.4538
30 H 0.7999 -0.7105 2.6578
31 H 2.8247 -2.0913 3.2200
32 H 3.1711 -0.8741 4.4748
33 H 4.9048 0.1704 1.6325
34 H 4.1257 -1.3235 1.1942
35 H 4.9491 -1.0702 2.8492
36 H 0.4404 -2.8487 3.7811
37 H -0.3110 -1.8096 4.8643
38 C 4.2709 1.6723 4.9166
39 C 4.4936 3.2062 4.7804
40 C 3.9132 3.7677 3.5382
41 O 4.3956 2.9715 2.4672
42 C 3.7649 3.2137 1.2532
43 N 3.9075 3.9095 5.8864
44 H 4.3975 1.3294 5.9281
45 H 5.0170 1.2171 4.1672
46 H 3.3509 1.3415 4.5266
47 H 5.5737 3.4794 4.7937
48 H 4.2584 4.8177 3.4139
49 H 2.8438 3.7248 3.5801
50 H 4.0460 4.1361 0.7431
51 H 2.6702 3.2417 1.3319
52 H 4.0089 2.4734 0.5322
53 H 4.4425 3.7837 6.7442
54 H 2.9531 3.4676 6.0929
55 C -0.0777 4.6875 -4.6792
56 C -0.1076 3.2438 -4.0276
57 C -1.5271 2.8952 -3.6925
58 O -1.9568 3.8280 -2.6553
59 C -3.2500 3.5143 -2.1990
60 N 0.5449 2.2377 -4.8949
61 H 0.9601 4.9516 -4.9202
62 H -0.5349 5.4020 -4.0437
63 H -0.5991 4.5271 -5.6148
64 H 0.3858 3.3677 -3.0299
65 H -1.5550 1.8303 -3.3293
66 H -2.1670 3.0441 -4.5957
67 H -3.6926 4.4009 -1.6243
68 H -3.2333 2.6280 -1.5333
69 H -3.9130 3.2845 -3.0631
70 H 1.3719 2.6248 -5.2639
71 H 0.6448 1.3358 -4.4220
72 C -2.9971 -2.5668 -0.8016
73 C -3.5607 -1.4224 0.0643
74 C -2.8538 -1.4431 1.3715
75 O -3.5211 -0.6619 2.3584
76 C -3.2622 -1.0251 3.7110
77 N -3.4124 -0.1201 -0.6661
78 H -3.1670 -3.6128 -0.4327
79 H -1.9234 -2.4666 -0.7058
80 H -3.3327 -2.4405 -1.8296
81 H -4.6586 -1.6213 0.1642
82 H -1.8420 -1.0465 1.2388
83 H -2.7866 -2.5217 1.6608
84 H -2.6272 -1.9612 3.7018
85 H -4.2098 -1.1148 4.2614
86 H -2.7077 -0.2021 4.1801
87 H -4.0538 0.4840 -0.2017
88 H -3.8977 -0.2376 -1.5534
89 C -3.1469 2.5706 2.1665
90 C -1.9743 3.0775 2.9806
91 C -0.8302 3.6968 2.1470
92 O -1.3382 4.7225 1.3201
93 C -0.5333 5.0714 0.2023
94 N -2.4400 4.0882 3.9083
95 H -3.9597 2.3144 2.8196
96 H -2.8729 1.7326 1.5201
97 H -3.4300 3.4008 1.5514
98 H -1.5658 2.2242 3.5868
99 H -0.2820 3.0758 1.5083
100 H -0.0829 4.2086 2.8253
101 H -0.8754 6.0872 -0.0021
102 H -0.6620 4.2763 -0.5792
103 H 0.5926 5.0731 0.4581
104 H -3.2373 3.7886 4.4761
105 H -2.8029 4.9026 3.4170
106 C -3.9376 -0.1562 -5.1089
107 C -2.7737 0.0576 -6.0565
108 C -1.8012 -1.1254 -6.1776
109 O -1.1427 -1.3862 -4.9946
110 C -0.2887 -2.5094 -5.0697
111 N -3.3404 0.1834 -7.4516
112 H -4.7060 0.5502 -5.3704
113 H -3.6885 -0.0757 -4.0353
114 H -4.3864 -1.1660 -5.3388
115 H -2.2304 0.8901 -5.7836
116 H -1.0488 -0.9229 -7.0373
117 H -2.4069 -1.9452 -6.5150
118 H 0.5184 -2.4034 -4.2922
119 H 0.1313 -2.5335 -6.0267
120 H -0.8777 -3.4422 -4.9048
121 H -2.6756 0.5200 -8.1104
122 H -4.1388 0.7872 -7.3903
123 C 0.4868 -4.0454 -1.5577
124 C 1.7816 -4.4658 -0.8665
125 C 2.8843 -3.5596 -1.4499
126 O 2.9724 -3.6745 -2.8317
127 C 3.8793 -4.6293 -3.2578
128 N 1.6825 -4.2904 0.6196
129 H 0.4442 -2.9098 -1.5103
130 H -0.4268 -4.3667 -1.0443
131 H 0.5031 -4.3980 -2.5908
132 H 1.9664 -5.5519 -1.0641
133 H 3.8390 -3.7985 -0.8980
134 H 2.6446 -2.5353 -1.1629
135 H 4.8499 -4.5365 -2.5974
136 H 4.1499 -4.4431 -4.3265
137 H 3.5347 -5.6293 -3.1122
138 H 2.5524 -4.6348 1.0468
139 H 1.5657 -3.2949 0.8526